Entry 1:
DFT (ωB97M-V/def2-TZVPD) results for C15H26BrN3O3SSe2Ti as an isolated structure in a non-equilibrium geometry.

Computed properties:
ΔE to the lowest compared entry with this formula, charge and spin in kJ/mol: 147.8
2S+1: 2
<S²>: 0.757
Charge: +1
Kohn-Sham gap (spin up / spin down) in eV: 7.33 / 7.51

```
52
Properties=species:S:1:pos:R:3:forces:R:3:nbo_charge:R:1
Br 0.14117 4.14552 0.10984 0.51 0.39 -0.07 0.227
Se 0.44677 1.27342 2.43634 -0.10 0.27 0.59 -0.214
Se -1.91563 1.80932 -1.17166 -0.62 0.13 -0.17 -0.209
Ti 0.04127 1.03312 0.05724 -2.24 -1.97 0.15 0.893
S 0.69757 -0.74528 -1.55226 0.45 0.31 -0.28 -0.221
O 5.04657 4.12212 -1.51076 -0.10 0.05 0.01 -0.613
O -1.48773 -0.40007 0.69404 -0.68 -0.54 0.03 -0.757
O -4.05813 3.14432 2.96324 0.03 0.67 0.13 -0.705
N 1.71227 1.94112 -0.37706 2.74 1.80 -0.77 -0.640
N 0.46227 -2.98757 -0.11726 0.05 0.08 -0.47 -0.411
N 0.45617 -3.18108 -2.44296 -0.14 0.09 0.32 -0.400
C 2.79207 4.04132 -0.86476 0.40 -0.02 -0.22 -0.315
C 1.71617 3.28542 -0.47746 -0.10 0.01 0.28 0.192
C -1.34523 2.13112 2.63494 0.28 0.03 -0.10 -0.536
C 0.22597 -2.56067 -3.73116 -0.21 0.28 -0.42 -0.415
C 4.00337 3.38782 -1.13196 -0.45 -0.28 0.21 0.413
C 0.51707 -2.42847 -1.33636 -0.15 0.07 0.28 0.404
C -2.89003 2.22363 0.53864 0.22 0.12 -0.33 -0.522
C -0.29703 -4.19048 0.15884 -0.10 -0.31 0.00 -0.412
C 4.04917 1.99892 -0.93756 -0.01 0.14 0.02 -0.320
C -3.78773 1.78952 2.78224 0.22 -0.70 -0.19 -0.039
C -2.39073 -0.00097 1.73814 -0.33 0.34 0.63 -0.072
C 1.01657 -4.51657 -2.53126 0.11 -0.31 0.04 -0.412
C -2.54343 1.52692 1.87084 -0.26 -0.08 0.16 -0.160
C 0.92797 -2.30478 1.06704 0.16 0.27 0.50 -0.400
C 2.90547 1.33252 -0.57166 0.17 0.08 -0.09 0.095
H 0.35087 -5.01427 0.46014 -0.01 -0.06 -0.02 0.211
H 1.14557 -2.13678 -4.14266 0.00 -0.05 0.02 0.213
H -2.01993 -0.54178 -0.11396 0.34 0.23 0.26 0.523
H -1.20743 3.18442 2.37814 -0.06 -0.16 0.10 0.221
H -0.98283 -3.98258 0.98184 0.00 0.02 -0.01 0.219
H -3.37193 -0.45548 1.56564 0.14 -0.05 -0.05 0.198
H -3.42803 3.54812 3.57284 -0.09 -0.15 -0.05 0.473
H 0.10287 -1.86887 1.63944 0.13 -0.04 -0.16 0.231
H -1.97223 -0.39178 2.67654 -0.17 0.01 -0.26 0.210
H 1.43657 -3.02898 1.70174 0.08 -0.06 0.02 0.216
H 1.82547 -4.50118 -3.26756 -0.05 -0.02 0.06 0.218
H 2.73007 5.11442 -0.94076 -0.05 0.08 0.02 0.266
H -0.50933 -1.76148 -3.64416 0.06 -0.13 -0.05 0.237
H 0.26227 -5.23197 -2.86326 0.04 -0.02 0.06 0.217
H 1.63357 -1.51308 0.80574 -0.13 -0.22 0.07 0.220
H -3.64103 1.27402 3.74154 -0.04 -0.02 -0.06 0.168
H 1.42807 -4.83148 -1.57786 -0.01 -0.01 -0.01 0.220
H 4.97407 1.45522 -1.06366 0.02 -0.07 -0.02 0.238
H -0.15263 -3.31758 -4.41436 0.00 -0.06 0.00 0.218
H -4.68163 1.38172 2.30224 0.08 -0.10 0.04 0.185
H 5.84397 3.59172 -1.63976 -0.09 -0.03 0.03 0.502
H -2.80463 3.30562 0.66884 -0.07 -0.17 0.00 0.231
H 2.92647 0.25992 -0.40686 -0.03 0.18 -0.15 0.231
H -0.88013 -4.48107 -0.70936 0.00 -0.03 -0.03 0.222
H -3.92893 2.00692 0.27944 0.10 0.05 0.08 0.233
H -1.52133 2.06592 3.71304 -0.05 -0.01 -0.13 0.228
```
Positions in Å, forces in eV/Å.

Entry 2:
DFT (ωB97M-V/def2-TZVPD) results for one molecule with the formula C3H7NO3 in a non-equilibrium geometry.

Computed properties:
ΔE to the lowest compared entry with this formula, charge and spin in kJ/mol: 120.9
SMILES: N[C@H](CO)C(=O)O
Kohn-Sham gap in eV: 10.09

```
14
Properties=species:S:1:pos:R:3:forces:R:3:nbo_charge:R:1
O 0.98794 -2.27988 0.21344 0.14 0.49 0.05 -0.587
O -0.55833 -1.35259 1.52939 0.68 -0.27 -0.20 -0.700
O -0.31605 1.40218 -1.79086 0.07 0.09 -0.14 -0.728
N 0.61129 1.05982 1.13086 0.54 -0.38 -0.06 -0.835
C 0.43416 -1.27721 0.58839 -0.52 -0.81 0.17 0.792
C -0.60505 0.30416 -0.93599 0.69 0.39 -0.13 -0.069
C 0.58775 0.11221 0.02859 -0.86 0.03 0.53 -0.175
H 1.51614 0.13617 -0.52052 0.23 0.08 -0.19 0.230
H -0.75199 -0.61193 -1.50844 -0.24 -0.04 -0.02 0.176
H -0.26286 1.06174 1.63492 0.00 0.25 -0.03 0.371
H -0.52672 -2.29044 1.80362 -0.25 0.38 -0.01 0.498
H 0.92060 1.97648 0.85604 -0.25 0.15 -0.08 0.378
H -0.56275 1.19043 -2.69537 -0.01 -0.01 0.11 0.478
H -1.47413 0.56887 -0.33407 -0.22 -0.35 0.00 0.173
```
Positions in Å, forces in eV/Å.